[1]
ORCA calculation (the ωB97M-V functional and the def2-TZVPD basis) on 5 unconnected molecules or ions with the total composition C23H44BrF2NO15Si.

Geometry as XYZ:
```
87
Properties=species:S:1:pos:R:3
C 2.422 1.484 -0.290
O 1.552 1.801 -1.400
C 1.142 3.220 -1.359
Si -0.414 3.336 -0.249
C -1.990 2.518 -1.035
C -3.090 2.206 0.121
C -4.278 1.244 -0.451
Br -3.982 3.831 0.838
N -0.896 5.005 0.228
C -0.072 5.562 1.311
O -0.512 5.431 2.484
F 1.148 6.275 1.136
C -1.041 5.923 -0.913
O -1.742 6.957 -0.740
F -0.473 5.746 -2.205
H 1.873 1.358 0.711
H 3.239 2.286 -0.108
H 3.004 0.497 -0.458
H 2.026 3.843 -0.979
H 0.964 3.508 -2.463
H -0.127 2.539 0.967
H -2.395 3.194 -1.868
H -1.678 1.509 -1.478
H -2.523 1.711 0.998
H -4.973 1.041 0.437
H -4.826 1.830 -1.267
H -3.784 0.305 -0.876
C 2.971 6.563 -3.518
C 4.098 6.933 -2.572
O 5.010 5.840 -2.406
C 5.878 5.650 -3.415
O 5.955 6.312 -4.421
O 6.629 4.573 -3.122
C 7.534 4.202 -4.161
H 2.481 5.642 -3.190
H 2.229 7.363 -3.567
H 3.346 6.381 -4.528
H 3.685 7.149 -1.584
H 4.626 7.832 -2.904
H 8.157 5.045 -4.466
H 6.978 3.804 -5.012
H 8.186 3.416 -3.775
C 8.697 2.972 -0.733
C 10.206 2.814 -0.759
O 10.621 1.705 0.048
C 10.452 0.491 -0.505
O 9.999 0.265 -1.601
O 10.853 -0.432 0.388
C 10.639 -1.776 -0.039
H 8.334 3.033 0.296
H 8.393 3.873 -1.271
H 8.200 2.115 -1.194
H 10.671 3.705 -0.331
H 10.584 2.713 -1.781
H 11.083 -1.957 -1.021
H 9.569 -1.995 -0.054
H 11.118 -2.438 0.683
C -5.157 -3.710 3.113
C -4.538 -4.065 1.775
O -5.544 -4.436 0.824
C -6.227 -3.416 0.272
O -6.060 -2.242 0.501
O -7.151 -3.930 -0.562
C -8.011 -2.951 -1.145
H -5.801 -4.520 3.466
H -4.383 -3.521 3.860
H -5.783 -2.818 3.035
H -3.887 -4.934 1.897
H -3.919 -3.251 1.386
H -7.438 -2.159 -1.631
H -8.672 -2.537 -0.381
H -8.621 -3.448 -1.900
C -6.775 -9.877 5.630
C -7.967 -10.333 4.810
O -8.597 -9.224 4.158
C -7.975 -8.768 3.057
O -6.958 -9.212 2.580
O -8.668 -7.714 2.592
C -8.059 -7.073 1.471
H -7.065 -9.082 6.322
H -6.356 -10.710 6.200
H -5.988 -9.470 4.991
H -8.716 -10.772 5.474
H -7.689 -11.102 4.084
H -7.846 -7.787 0.673
H -7.147 -6.562 1.785
H -8.758 -6.328 1.088
```

As for the SMILES: COC[Si@H](C[C@H](C)Br)N(C(=O)F)C(=O)F.CCOC(=O)OC.CCOC(=O)OC.CCOC(=O)OC.CCOC(=O)OC. The value obtained for the orbital gap is 9.76 eV. The spin multiplicity is 1.

These are the Löwdin partial charges, in e, on atoms 1 to 4: number 1, C, carries -0.15; number 2, O, carries -0.28; number 3, C, carries -0.28; number 4, Si, carries 0.69

[2]
ORCA calculation (the ωB97M-V functional and the def2-TZVPD basis) on 2 unconnected molecules or ions with the total composition C23H44Cl2NO4.

Geometry as XYZ:
```
74
Properties=species:S:1:pos:R:3
C 3.250 0.032 2.766
O 2.673 0.739 3.836
C 1.410 1.313 3.542
C 1.511 2.828 3.338
C 0.527 3.368 2.305
C -0.953 3.090 2.632
C -1.812 2.753 1.405
C -1.881 1.252 1.086
C -0.822 0.801 0.079
C -0.875 -0.697 -0.184
C 0.179 -1.266 -1.152
C 0.007 -2.807 -1.109
C 0.300 -3.457 0.255
C -0.872 -4.280 0.744
O -1.584 -4.937 0.045
O -1.032 -4.231 2.106
C -0.166 -0.849 -2.611
C 0.861 -0.102 -3.498
C 0.413 1.348 -3.764
C 0.946 -0.811 -4.855
N 2.236 -0.120 -2.935
O 3.118 0.397 -3.700
C 2.479 0.065 -1.486
C 2.246 1.526 -1.082
C 3.958 -0.270 -1.209
C 1.629 -0.951 -0.715
H 4.099 -0.523 3.159
H 3.601 0.702 1.969
H 2.539 -0.684 2.335
H 0.752 1.066 4.378
H 0.983 0.846 2.643
H 1.375 3.345 4.291
H 2.535 3.038 3.019
H 0.776 2.945 1.326
H 0.672 4.447 2.212
H -1.370 3.974 3.121
H -1.031 2.278 3.361
H -1.385 3.280 0.544
H -2.820 3.150 1.541
H -1.772 0.676 2.011
H -2.868 1.017 0.677
H 0.162 1.060 0.476
H -0.967 1.366 -0.848
H -0.820 -1.204 0.786
H -1.856 -0.929 -0.612
H 0.632 -3.245 -1.890
H -1.027 -3.029 -1.382
H 1.157 -4.133 0.199
H 0.532 -2.719 1.019
H -1.961 -4.051 2.304
H -1.061 -0.223 -2.588
H -0.458 -1.758 -3.137
H -0.332 1.335 -4.563
H -0.062 1.808 -2.899
H 1.258 1.951 -4.093
H 1.458 -0.192 -5.589
H -0.058 -1.053 -5.202
H 1.502 -1.745 -4.754
H 2.361 1.604 0.002
H 2.999 2.162 -1.545
H 1.258 1.899 -1.335
H 4.375 -0.857 -2.024
H 4.040 -0.855 -0.290
H 4.561 0.627 -1.081
H 1.655 -0.665 0.340
H 2.185 -1.891 -0.783
Cl -3.744 -2.013 0.956
C -5.515 -1.933 0.747
C -6.015 -0.514 0.845
Cl -5.840 0.149 2.490
H -5.967 -2.570 1.501
H -5.737 -2.334 -0.240
H -7.074 -0.484 0.594
H -5.471 0.142 0.169
```

Its expectation value of S² is 0.75. The value obtained for the orbital gap (alpha / beta) is 8.55 / 9.89 eV. The spin multiplicity is 2.

These are the Löwdin partial charges, in e, on atoms 1 to 4: number 1, C, carries -0.11; number 2, O, carries -0.18; number 3, C, carries -0.22; number 4, C, carries -0.17

[3]
ORCA calculation (the ωB97M-V functional and the def2-TZVPD basis) on a molecular structure, C23H44Cl3N4O3PbSSi.

Geometry as XYZ:
```
80
Properties=species:S:1:pos:R:3
C 2.148 -2.204 -4.258
C 1.332 -1.118 -3.615
H 2.608 -1.822 -5.186
H 1.520 -3.073 -4.507
H 2.936 -2.519 -3.565
C 0.465 -0.363 -4.392
C 0.517 -0.333 -5.866
H -0.315 0.224 -3.921
H 0.035 -1.189 -6.367
H 1.561 -0.301 -6.234
H 0.000 0.567 -6.226
Pb -0.904 -1.297 2.512
Cl 1.901 -1.134 2.841
Cl -4.588 -3.567 -1.194
C 0.077 1.853 1.911
O -0.889 1.154 2.357
N 0.078 3.184 1.955
C -1.158 3.925 2.231
C 1.300 3.981 1.867
H 0.977 1.356 1.502
H -1.963 3.202 2.418
H -1.423 4.577 1.386
H -1.023 4.578 3.103
H 2.162 3.306 1.827
H 1.379 4.640 2.742
H 1.293 4.617 0.973
H -1.936 -2.039 -1.946
H -2.401 0.729 -3.275
C -2.962 -1.652 -2.034
C -3.271 0.707 -2.606
N -3.069 -0.308 -1.580
H -3.695 -2.351 -1.405
C -3.160 -0.014 -0.247
O -2.989 -0.844 0.664
H -3.395 1.681 -2.119
H -3.413 1.065 -0.059
H -3.286 -1.699 -3.084
H -4.168 0.458 -3.189
O 0.734 -1.625 -2.202
C 1.763 -0.627 -2.243
C 0.083 1.193 -1.687
C 1.405 0.754 -1.810
H -0.732 0.467 -1.774
C -0.218 2.534 -1.482
H 2.724 -1.033 -1.890
C 2.437 1.694 -1.652
H -1.250 2.842 -1.316
C 0.805 3.482 -1.488
C 2.133 3.049 -1.540
H 3.481 1.359 -1.723
H 0.573 4.549 -1.445
H 2.947 3.777 -1.508
Si 0.622 -3.262 -1.037
Cl 0.074 -0.829 0.317
C -1.189 -3.774 -0.827
C 1.811 -3.945 0.289
C 1.255 -4.282 -2.465
H -1.875 -3.087 -0.306
H -1.258 -4.748 -0.297
H -1.602 -3.952 -1.833
H 0.608 -4.125 -3.341
H 1.177 -5.325 -2.123
H 2.314 -4.076 -2.730
H 2.380 -3.207 0.877
H 2.523 -4.614 -0.256
H 1.293 -4.606 1.004
C 1.885 1.312 5.952
N 1.044 0.231 5.445
C -0.115 -0.269 5.923
S -0.486 -1.914 5.733
N -1.018 0.575 6.510
C -1.125 1.968 6.052
H 1.571 1.732 6.916
H 1.956 2.130 5.216
H 2.908 0.927 6.062
H 1.490 -0.361 4.707
H -1.918 0.100 6.687
H -1.501 2.057 5.004
H -1.837 2.477 6.713
H -0.151 2.476 6.148
```

For the relative energy (zero: lowest compared OMol25 entry of this formula, charge and spin), the calculation gives 458.94 kJ/mol. Its total charge is -1. The value obtained for the orbital gap is 5.03 eV. The spin multiplicity is 1.

These are the Löwdin partial charges, in e, on atoms 1 to 4: number 1, C, carries -0.04; number 2, C, carries -0.38; number 3, H, carries 0.08; number 4, H, carries 0.07

Repeat the second record exactly.
ORCA calculation (the ωB97M-V functional and the def2-TZVPD basis) on 2 unconnected molecules or ions with the total composition C23H44Cl2NO4.

Geometry as XYZ:
```
74
Properties=species:S:1:pos:R:3
C 3.250 0.032 2.766
O 2.673 0.739 3.836
C 1.410 1.313 3.542
C 1.511 2.828 3.338
C 0.527 3.368 2.305
C -0.953 3.090 2.632
C -1.812 2.753 1.405
C -1.881 1.252 1.086
C -0.822 0.801 0.079
C -0.875 -0.697 -0.184
C 0.179 -1.266 -1.152
C 0.007 -2.807 -1.109
C 0.300 -3.457 0.255
C -0.872 -4.280 0.744
O -1.584 -4.937 0.045
O -1.032 -4.231 2.106
C -0.166 -0.849 -2.611
C 0.861 -0.102 -3.498
C 0.413 1.348 -3.764
C 0.946 -0.811 -4.855
N 2.236 -0.120 -2.935
O 3.118 0.397 -3.700
C 2.479 0.065 -1.486
C 2.246 1.526 -1.082
C 3.958 -0.270 -1.209
C 1.629 -0.951 -0.715
H 4.099 -0.523 3.159
H 3.601 0.702 1.969
H 2.539 -0.684 2.335
H 0.752 1.066 4.378
H 0.983 0.846 2.643
H 1.375 3.345 4.291
H 2.535 3.038 3.019
H 0.776 2.945 1.326
H 0.672 4.447 2.212
H -1.370 3.974 3.121
H -1.031 2.278 3.361
H -1.385 3.280 0.544
H -2.820 3.150 1.541
H -1.772 0.676 2.011
H -2.868 1.017 0.677
H 0.162 1.060 0.476
H -0.967 1.366 -0.848
H -0.820 -1.204 0.786
H -1.856 -0.929 -0.612
H 0.632 -3.245 -1.890
H -1.027 -3.029 -1.382
H 1.157 -4.133 0.199
H 0.532 -2.719 1.019
H -1.961 -4.051 2.304
H -1.061 -0.223 -2.588
H -0.458 -1.758 -3.137
H -0.332 1.335 -4.563
H -0.062 1.808 -2.899
H 1.258 1.951 -4.093
H 1.458 -0.192 -5.589
H -0.058 -1.053 -5.202
H 1.502 -1.745 -4.754
H 2.361 1.604 0.002
H 2.999 2.162 -1.545
H 1.258 1.899 -1.335
H 4.375 -0.857 -2.024
H 4.040 -0.855 -0.290
H 4.561 0.627 -1.081
H 1.655 -0.665 0.340
H 2.185 -1.891 -0.783
Cl -3.744 -2.013 0.956
C -5.515 -1.933 0.747
C -6.015 -0.514 0.845
Cl -5.840 0.149 2.490
H -5.967 -2.570 1.501
H -5.737 -2.334 -0.240
H -7.074 -0.484 0.594
H -5.471 0.142 0.169
```

Its expectation value of S² is 0.75. The value obtained for the orbital gap (alpha / beta) is 8.55 / 9.89 eV. The spin multiplicity is 2.

These are the Löwdin partial charges, in e, on atoms 1 to 4: number 1, C, carries -0.11; number 2, O, carries -0.18; number 3, C, carries -0.22; number 4, C, carries -0.17